No. 1
The following is a quantum chemistry calculation of a structure of composition C37H53HgN4O2P2, from the OMol25 dataset.

ORCA input file:
```
! wB97M-V def2-TZVPD RIJCOSX def2/J DEFGRID3
* xyz 1 1
C 1.75 1.84 1.13
C 1.63 1.40 -1.16
C 2.68 2.87 0.93
C 2.60 2.36 -1.43
C 3.11 3.12 -0.37
H 3.05 3.42 1.79
H 2.92 2.50 -2.47
H 3.85 3.89 -0.58
N 1.15 1.26 0.09
P 0.88 -0.45 2.55
P -0.74 0.17 -2.13
C 1.41 1.32 2.52
H 2.28 1.42 3.18
H 0.60 1.93 2.94
C -1.89 -2.82 1.25
O -2.58 -3.55 0.71
C 1.13 0.39 -2.18
H 1.44 0.69 -3.19
C -1.13 -1.16 -3.44
C -1.55 1.79 -2.62
C 2.50 -1.41 2.56
C -0.11 -0.69 4.14
C -1.32 -2.50 -2.70
H -2.17 -2.44 -2.00
H -1.54 -3.28 -3.44
H -0.43 -2.79 -2.14
C -2.45 -0.87 -4.18
H -3.30 -0.82 -3.49
H -2.40 0.05 -4.77
H -2.63 -1.70 -4.87
C 0.00 -1.29 -4.48
H -0.37 -1.93 -5.29
H 0.28 -0.32 -4.92
H 0.89 -1.76 -4.06
C -3.08 1.64 -2.40
H -3.32 0.86 -1.66
H -3.48 2.58 -2.00
H -3.61 1.41 -3.33
C -1.04 2.91 -1.69
H -1.09 2.61 -0.64
H -0.01 3.21 -1.93
H -1.70 3.79 -1.82
C -1.21 2.17 -4.08
H -0.49 1.51 -4.58
H -2.12 2.21 -4.69
H -0.77 3.18 -4.10
C -0.54 -2.17 4.22
H -1.32 -2.26 4.99
H -0.96 -2.53 3.27
H 0.29 -2.82 4.53
C -1.38 0.16 4.08
H -1.16 1.24 4.06
H -2.01 -0.08 3.22
H -1.97 -0.04 4.99
C 0.69 -0.29 5.40
H -0.03 0.03 6.17
H 1.25 -1.14 5.82
H 1.37 0.55 5.23
C 3.33 -1.11 1.29
H 4.40 -1.11 1.55
H 3.15 -1.86 0.52
H 3.11 -0.13 0.84
C 2.18 -2.91 2.55
H 1.52 -3.17 1.71
H 3.13 -3.45 2.40
H 1.74 -3.27 3.48
C 3.35 -1.06 3.80
H 3.58 0.01 3.87
H 2.89 -1.38 4.74
H 4.30 -1.59 3.70
Hg -0.35 -0.78 0.39
N 1.23 -1.78 -0.91
C 1.72 -1.01 -1.79
C 2.95 -1.50 -2.54
C 3.20 -2.88 -2.47
C 3.81 -0.68 -3.29
C 4.26 -3.44 -3.19
H 2.54 -3.49 -1.85
C 4.89 -1.24 -3.97
H 3.63 0.40 -3.33
C 5.11 -2.62 -3.93
H 4.41 -4.52 -3.15
H 5.57 -0.59 -4.53
H 5.95 -3.06 -4.47
N -7.00 2.31 2.46
C -5.78 2.93 2.52
O -5.66 4.06 2.99
C -4.60 2.18 1.97
C -4.65 0.92 1.37
C -3.47 0.31 0.93
N -2.26 0.90 1.03
C -2.21 2.15 1.54
C -3.35 2.80 2.03
H -7.78 2.78 2.90
H -7.11 1.34 2.21
H -5.58 0.39 1.22
H -3.50 -0.68 0.48
H -1.24 2.65 1.58
H -3.24 3.80 2.45
*
```

Calculated values
Energy above the lowest of the compared OMol25 structures with the same formula, charge and spin = 0.0 kJ/mol
LUMO energy (alpha / beta) = -2.878 / -2.878 eV
HOMO-LUMO gap (alpha / beta) = 6.68 / 6.68 eV
Calculated total energy = -72031.4246 eV


No. 2
The following is a quantum chemistry calculation of a structure of composition C3H4BrClO2S, from the OMol25 dataset.

ORCA input file:
```
! wB97M-V def2-TZVPD RIJCOSX def2/J DEFGRID3
* xyz 0 1
C 1.27 0.52 0.75
C 0.23 0.03 0.19
C 0.50 -1.21 -1.66
O -0.17 -1.03 -4.22
O 0.34 1.04 -2.95
S -0.16 -0.26 -3.01
Cl -2.18 -0.19 -2.40
Br 2.30 -1.42 -1.85
H 1.11 1.04 1.71
H 2.25 0.28 0.35
H -0.77 0.10 0.35
H -0.10 -2.00 -1.38
*
```

Calculated values
Energy above the lowest of the compared OMol25 structures with the same formula, charge and spin = 238.4 kJ/mol
LUMO energy = -0.037 eV
HOMO-LUMO gap = 9.91 eV
Calculated total energy = -100666.8713 eV


No. 3
The following is a quantum chemistry calculation of a cluster of 3 separate species, C3H12O2S in total, from the OMol25 dataset.

ORCA input file:
```
! wB97M-V def2-TZVPD RIJCOSX def2/J DEFGRID3
* xyz 0 1
C -0.01 0.22 0.05
C -0.76 1.28 -0.79
S -2.26 0.60 -1.48
C -3.37 0.68 -0.04
H 0.73 0.66 0.84
H -0.81 -0.29 0.61
H 0.58 -0.45 -0.59
H -1.04 2.08 -0.09
H -0.01 1.80 -1.36
H -3.55 1.72 0.29
H -3.21 0.02 0.79
H -4.24 0.16 -0.52
O 1.92 -2.87 1.96
H 1.48 -2.05 1.69
H 1.17 -3.47 1.87
O 4.49 0.25 -0.81
H 5.06 -0.51 -0.91
H 3.84 0.18 -1.52
*
```

Calculated values
Energy above the lowest of the compared OMol25 structures with the same formula, charge and spin = 101.2 kJ/mol
LUMO energy = 0.629 eV
HOMO-LUMO gap = 9.40 eV
Calculated total energy = -18235.0338 eV
Structure (SMILES) = CCSC.O.O


No. 4
The following is a quantum chemistry calculation of the molecule C2H5BrFPS2, from the OMol25 dataset.

ORCA input file:
```
! wB97M-V def2-TZVPD RIJCOSX def2/J DEFGRID3
* xyz 0 1
F -1.69 0.89 -2.07
C -1.79 0.32 -0.85
C -0.78 0.81 0.09
S 1.11 0.69 -0.19
P 1.42 -1.04 1.05
S 3.24 -1.62 0.21
Br 2.03 -0.33 2.97
H -1.64 -0.75 -0.94
H -2.82 0.39 -0.50
H -0.69 1.93 0.19
H -1.11 0.34 1.08
H 2.72 -1.63 -1.03
*
```

Calculated values
Energy above the lowest of the compared OMol25 structures with the same formula, charge and spin = 0.0 kJ/mol
LUMO energy = 0.511 eV
HOMO-LUMO gap = 9.30 eV
Calculated total energy = -105874.7846 eV
Structure (SMILES) = FCCSP(S)Br


No. 5
The following is a quantum chemistry calculation of a structure of composition C5H37NO15, from the OMol25 dataset.

ORCA input file:
```
! wB97M-V def2-TZVPD RIJCOSX def2/J DEFGRID3
* xyz 1 2
C 0.34 1.20 1.00
C 0.58 0.00 0.46
N 0.61 -1.24 1.19
C 1.78 -2.13 1.02
C -0.62 -1.98 1.38
C -1.88 -1.09 1.45
O -2.59 -0.82 0.18
O 0.82 -0.08 -0.82
H 0.17 2.05 0.42
H 3.94 1.52 1.62
H 0.04 1.34 1.96
H 2.67 -1.63 0.77
H 2.09 -2.50 1.98
H 1.67 -2.89 0.26
H -0.77 -2.65 0.51
H -0.72 -2.44 2.31
H -2.69 -1.78 1.83
H -1.87 -0.17 2.04
H -2.25 0.04 -0.07
H -2.98 1.32 -4.30
H -1.82 0.45 -3.92
O -2.43 1.15 -3.53
H -2.18 2.97 1.98
H -3.28 2.69 2.91
O -2.32 2.98 2.94
H 2.13 2.25 -1.53
H 2.78 0.64 -1.84
O 2.97 1.38 -1.27
H -0.64 -3.52 -3.90
H 0.02 -2.47 -3.36
O -0.72 -2.64 -4.01
H 2.12 -1.09 -2.72
H 3.50 -0.99 -3.47
O 2.71 -0.42 -3.04
H 2.88 0.43 2.07
H 3.07 1.09 -0.32
O 3.42 0.76 1.20
H -0.59 0.84 5.29
H -1.06 1.32 3.75
O -0.59 0.67 4.34
H -1.68 2.28 -0.36
H -2.90 3.13 -0.33
O -2.35 2.73 0.26
H 1.36 3.77 -1.13
H 0.48 2.48 -1.71
O 1.33 3.10 -1.88
H -3.59 -3.34 -1.03
H -3.01 -2.91 0.20
O -3.01 -3.68 -0.39
H -1.18 1.77 -2.47
H -0.20 0.86 -1.45
O -0.79 1.75 -1.64
H 1.19 0.88 3.28
H 1.33 -0.60 3.21
O 1.95 0.21 3.29
H 0.90 -3.04 -1.22
H 0.83 -1.56 -1.43
O 1.00 -2.39 -1.98
*
```

Calculated values
Energy above the lowest of the compared OMol25 structures with the same formula, charge and spin = 251.4 kJ/mol
LUMO energy (alpha / beta) = -2.845 / -6.915 eV
HOMO-LUMO gap (alpha / beta) = 10.28 / 6.21 eV
Calculated total energy = -37977.8921 eV
Expectation value of S² = 0.76


No. 6
The following is a quantum chemistry calculation of a cluster of 2 separate species, CH6NS in total, from the OMol25 dataset.

ORCA input file:
```
! wB97M-V def2-TZVPD RIJCOSX def2/J DEFGRID3
* xyz 1 1
C -1.37 -0.07 0.79
N 1.09 0.08 -0.73
S -0.24 -0.81 1.79
H -2.32 -0.61 0.89
H -1.33 0.92 0.44
H 0.43 -0.22 -1.50
H 2.05 -0.04 -1.14
H 0.71 1.07 -0.76
H 0.97 -0.31 0.21
*
```

Calculated values
Energy above the lowest of the compared OMol25 structures with the same formula, charge and spin = 116.1 kJ/mol
LUMO energy = -5.608 eV
HOMO-LUMO gap = 8.26 eV
Calculated total energy = -13450.9076 eV